Record 1
The following is a quantum chemistry calculation of the molecule CH5P, from the OMol25 dataset.

Cartesian coordinates (Å):
1 P -1.179 0.049 0.016
2 C 0.666 0.359 0.035
3 H 0.881 1.371 0.648
4 H -1.230 -0.743 -1.067
5 H 0.949 0.560 -0.946
6 H 1.163 -0.616 0.435
7 H -1.249 -0.980 0.878

Summary:
HOMO-LUMO gap ... 10.26 eV
Energy relative to the best compared isomer or geometry (same formula, charge and spin) ... 0.281 eV
Spin multiplicity ... 1
HOMO energy ... -9.17 eV
Structure (SMILES) ... CP
Net charge ... 0
Molecular weight ... 48.03 Da

Computed natural (NBO) charges, given in elementary charges: number 1, P, carries 0.30; number 2, C, carries -0.90; number 3, H, carries 0.23; number 4, H, carries -0.04; number 5, H, carries 0.22; number 6, H, carries 0.23; number 7, H, carries -0.04

Record 2
The following is a quantum chemistry calculation of a cluster of 2 separate species, CH5PS in total, from the OMol25 dataset.

Cartesian coordinates (Å):
1 S -0.206 1.223 0.265
2 P -1.672 -0.168 -0.065
3 C 1.184 0.129 -0.176
4 H 2.111 0.659 -0.069
5 H 0.989 -0.100 -1.651
6 H -1.868 -0.624 1.180
7 H -2.616 0.788 -0.088
8 H 1.195 -0.789 0.339

Summary:
HOMO-LUMO gap ... 9.49 eV
Energy relative to the best compared isomer or geometry (same formula, charge and spin) ... 1.726 eV
Spin multiplicity ... 1
HOMO energy ... -8.67 eV
Net charge ... 0
Molecular weight ... 80.09 Da

Computed natural (NBO) charges, given in elementary charges: number 1, S, carries -0.07; number 2, P, carries 0.22; number 3, C, carries -0.69; number 4, H, carries 0.22; number 5, H, carries 0.17; number 6, H, carries -0.04; number 7, H, carries -0.02; number 8, H, carries 0.20

Record 3
The following is a quantum chemistry calculation of a cluster of 3 separate species, CH5PS in total, from the OMol25 dataset.

Cartesian coordinates (Å):
1 S 1.049 0.841 0.158
2 P 2.254 -0.696 -0.442
3 C -0.333 0.489 -0.543
4 H -2.062 -0.160 1.063
5 H -2.679 -0.749 1.134
6 H -0.289 -0.400 -1.275
7 H 3.011 -0.652 0.714
8 H -0.951 1.326 -0.809

Summary:
HOMO-LUMO gap (spin up / spin down) ... 7.44 / 6.93 eV
Energy relative to the best compared isomer or geometry (same formula, charge and spin) ... 3.315 eV
Spin multiplicity ... 1
HOMO energy (spin up / spin down) ... -7.98 / -7.85 eV
Net charge ... 0
Molecular weight ... 80.09 Da

Computed natural (NBO) charges, given in elementary charges: number 1, S, carries 0.37; number 2, P, carries -0.06; number 3, C, carries -0.71; number 4, H, carries -0.01; number 5, H, carries 0.00; number 6, H, carries 0.23; number 7, H, carries -0.04; number 8, H, carries 0.22

Record 4
The following is a quantum chemistry calculation of a cluster of 2 separate species, CH5PS in total, from the OMol25 dataset.

Cartesian coordinates (Å):
1 S 3.278 0.117 0.340
2 P -1.238 -1.082 -0.379
3 C 2.360 1.405 0.494
4 H 1.192 1.348 0.275
5 H -1.581 -2.287 -0.864
6 H 2.871 2.327 0.673
7 H -2.444 -1.042 0.450
8 H -1.721 -0.576 -1.609

Summary:
HOMO-LUMO gap ... 8.54 eV
Energy relative to the best compared isomer or geometry (same formula, charge and spin) ... 2.041 eV
Spin multiplicity ... 1
HOMO energy ... -8.77 eV
Structure (SMILES) ... C=S.P
Net charge ... 0
Molecular weight ... 80.09 Da

Computed natural (NBO) charges, given in elementary charges: number 1, S, carries 0.10; number 2, P, carries 0.02; number 3, C, carries -0.50; number 4, H, carries 0.21; number 5, H, carries -0.01; number 6, H, carries 0.19; number 7, H, carries 0.00; number 8, H, carries 0.00

Record 5
The following is a quantum chemistry calculation of a cluster of 2 separate species, CH6BN in total, from the OMol25 dataset.

Cartesian coordinates (Å):
1 N -0.158 0.103 0.256
2 C 0.306 -0.380 -0.934
3 B -1.250 0.878 0.710
4 H 2.826 -1.683 0.137
5 H 0.203 0.209 -1.832
6 H -1.851 1.326 -0.191
7 H 1.138 -1.179 -0.805
8 H -1.676 1.019 1.738
9 H 0.462 -0.293 0.920

Summary:
HOMO-LUMO gap (spin up / spin down) ... 6.72 / 11.37 eV
Energy relative to the best compared isomer or geometry (same formula, charge and spin) ... 5.760 eV
Spin multiplicity ... 1
HOMO energy (spin up / spin down) ... -7.41 / -11.16 eV
Net charge ... 0
Molecular weight ... 42.88 Da

Computed natural (NBO) charges, given in elementary charges: number 1, N, carries -0.79; number 2, C, carries -0.17; number 3, B, carries 0.41; number 4, H, carries 0.00; number 5, H, carries 0.18; number 6, H, carries -0.10; number 7, H, carries 0.16; number 8, H, carries -0.08; number 9, H, carries 0.39

Record 6
The following is a quantum chemistry calculation of the molecule CH6BNO, from the OMol25 dataset.

Cartesian coordinates (Å):
1 O 0.820 0.088 0.575
2 N 2.333 -0.065 0.204
3 C -1.712 0.248 0.271
4 B -0.161 0.173 -0.290
5 H 0.018 -0.268 -1.475
6 H 2.444 -1.023 0.179
7 H -1.755 -0.764 0.653
8 H -1.931 0.923 1.212
9 H 2.423 0.309 -0.810
10 H -2.481 0.380 -0.519

Summary:
HOMO-LUMO gap ... 11.15 eV
Energy relative to the best compared isomer or geometry (same formula, charge and spin) ... 3.718 eV
Spin multiplicity ... 1
HOMO energy ... -10.45 eV
Structure (SMILES) ... CBON
Net charge ... 0
Molecular weight ... 58.88 Da

Computed natural (NBO) charges, given in elementary charges: number 1, O, carries -0.59; number 2, N, carries -0.47; number 3, C, carries -0.97; number 4, B, carries 0.75; number 5, H, carries -0.12; number 6, H, carries 0.34; number 7, H, carries 0.24; number 8, H, carries 0.24; number 9, H, carries 0.34; number 10, H, carries 0.23

Record 7
The following is a quantum chemistry calculation of a cluster of 2 separate species, CH6BNO in total, from the OMol25 dataset.

Cartesian coordinates (Å):
1 O 0.239 0.741 1.046
2 N -2.951 0.524 -0.876
3 C 2.298 -0.024 -0.620
4 B 1.208 0.338 0.446
5 H 2.937 0.813 -0.986
6 H 2.960 -0.919 -0.413
7 H -2.191 0.071 -0.399
8 H 1.776 -0.433 -1.410
9 H -3.655 0.492 -0.119
10 H -2.740 1.566 -1.029

Summary:
HOMO-LUMO gap ... 10.27 eV
Energy relative to the best compared isomer or geometry (same formula, charge and spin) ... 1.033 eV
Spin multiplicity ... 1
HOMO energy ... -9.92 eV
Structure (SMILES) ... CB=O.N
Net charge ... 0
Molecular weight ... 58.88 Da

Computed natural (NBO) charges, given in elementary charges: number 1, O, carries -0.82; number 2, N, carries -1.08; number 3, C, carries -1.06; number 4, B, carries 1.09; number 5, H, carries 0.27; number 6, H, carries 0.27; number 7, H, carries 0.36; number 8, H, carries 0.26; number 9, H, carries 0.35; number 10, H, carries 0.36

Record 8
The following is a quantum chemistry calculation of a structure of composition CH6FFeO6, from the OMol25 dataset.

Cartesian coordinates (Å):
1 Fe 41.552 13.333 0.405
2 F 40.515 14.638 1.436
3 O 42.955 12.062 -0.323
4 O 44.898 11.467 0.693
5 O 40.841 11.823 1.866
6 O 40.226 12.568 -1.110
7 O 43.568 13.101 1.503
8 O 42.045 14.957 -0.894
9 C 43.865 12.185 0.620
10 H 42.636 15.056 -1.647
11 H 39.601 11.843 -1.195
12 H 39.969 11.487 2.089
13 H 40.543 12.746 -2.002
14 H 41.479 11.161 2.159
15 H 41.285 15.529 -1.055

Summary:
HOMO-LUMO gap (spin up / spin down) ... 5.29 / 5.61 eV
Energy relative to the best compared isomer or geometry (same formula, charge and spin) ... 0.373 eV
Spin multiplicity ... 5
HOMO energy (spin up / spin down) ... -2.78 / -3.15 eV
Net charge ... -1
Molecular weight ... 188.90 Da
Expectation value of S² ... 6.008

Computed natural (NBO) charges, given in elementary charges: number 1, Fe, carries 1.54; number 2, F, carries -0.86; number 3, O, carries -0.97; number 4, O, carries -0.82; number 5, O, carries -0.94; number 6, O, carries -0.94; number 7, O, carries -0.91; number 8, O, carries -0.94; number 9, C, carries 0.92; number 10, H, carries 0.49; number 11, H, carries 0.49; number 12, H, carries 0.47; number 13, H, carries 0.49; number 14, H, carries 0.50; number 15, H, carries 0.49

Record 9
The following is a quantum chemistry calculation of a cluster of 2 separate species, CH6FPSi2 in total, from the OMol25 dataset.

Cartesian coordinates (Å):
1 P -1.596 -1.717 0.832
2 Si -1.136 1.626 -0.113
3 Si 1.644 -0.585 -0.285
4 F -0.499 -2.909 1.033
5 C -0.092 0.079 -0.063
6 H 2.616 -0.243 0.899
7 H -1.537 1.930 -1.495
8 H -0.662 2.761 0.556
9 H 2.278 -0.070 -1.484
10 H 1.414 -1.907 -0.498
11 H -2.430 1.036 0.617

Summary:
HOMO-LUMO gap (spin up / spin down) ... 7.99 / 8.00 eV
Energy relative to the best compared isomer or geometry (same formula, charge and spin) ... 2.912 eV
Spin multiplicity ... 1
HOMO energy (spin up / spin down) ... -9.17 / -8.99 eV
Net charge ... 0
Molecular weight ... 124.20 Da

Computed natural (NBO) charges, given in elementary charges: number 1, P, carries 0.90; number 2, Si, carries 0.87; number 3, Si, carries 0.87; number 4, F, carries -0.60; number 5, C, carries -1.05; number 6, H, carries -0.14; number 7, H, carries -0.15; number 8, H, carries -0.16; number 9, H, carries -0.17; number 10, H, carries -0.18; number 11, H, carries -0.18

Record 10
The following is a quantum chemistry calculation of a cluster of 2 separate species, CH6IN4 in total, from the OMol25 dataset.

Cartesian coordinates (Å):
1 I 3.983 -0.086 0.186
2 N -3.051 -0.468 0.670
3 N 2.339 1.008 -0.285
4 N -1.764 -0.686 0.477
5 N 0.386 -0.649 -0.581
6 C -0.836 -0.560 -0.191
7 H -3.505 -1.049 1.368
8 H 2.295 1.287 -1.198
9 H 1.912 1.729 0.434
10 H 0.642 -1.141 -1.465
11 H -3.436 0.465 0.818
12 H 1.034 0.151 -0.234

Summary:
HOMO-LUMO gap ... 8.91 eV
Energy relative to the best compared isomer or geometry (same formula, charge and spin) ... 1.537 eV
Spin multiplicity ... 1
HOMO energy ... -12.82 eV
Net charge ... +1
Molecular weight ... 200.99 Da

Computed natural (NBO) charges, given in elementary charges: number 1, I, carries 0.41; number 2, N, carries -0.59; number 3, N, carries -1.08; number 4, N, carries -0.13; number 5, N, carries -0.78; number 6, C, carries 0.66; number 7, H, carries 0.41; number 8, H, carries 0.39; number 9, H, carries 0.42; number 10, H, carries 0.45; number 11, H, carries 0.41; number 12, H, carries 0.45